Computed, not measured: a molecular structure, C30H38Br69NO4S2, with ωB97M-V/def2-TZVPD.

The value obtained for the frontier orbital gap is 9.055 eV. The calculation puts the total energy at -179924.672903 Eh. The largest force on an atom is 2.30 eV/A. For the LUMO energy, the calculation gives -0.42 eV.

CARTESIAN COORDINATES (ANGSTROEM)
C1 -1.0736 -3.6223 -0.9330
C2 -0.6498 -2.2031 -1.3018
C3 -1.5449 -1.1142 -0.6992
C4 -2.7168 -0.8065 -1.6365
N1 -3.6998 -1.9094 -1.5994
C5 -5.0623 -1.5269 -1.3109
S1 -6.0415 -1.2077 -2.8001
O1 -5.2259 -0.5430 -0.3195
S2 -4.9317 -1.2743 1.1128
O2 -3.7551 -0.8206 1.7166
O3 -6.0954 -1.0693 1.8534
O4 -4.8527 -2.7764 0.5959
C6 -5.6881 -2.7497 -0.6269
C7 -5.6316 -4.0494 -1.3774
H1 -0.4452 -3.9990 -0.1464
H2 -1.0405 -4.2742 -1.7875
H3 -2.0795 -3.6526 -0.5518
H4 0.3438 -2.0419 -0.9122
H5 -0.5785 -2.0740 -2.3717
H6 -1.9879 -1.5548 0.1713
H7 -0.9969 -0.2187 -0.4606
H8 -3.1527 0.1577 -1.4284
H9 -2.2895 -0.7422 -2.6275
H10 -3.6969 -2.3700 -2.4933
H11 -5.1901 -0.5635 -3.6068
H12 -6.6684 -2.5969 -0.2095
H13 -5.0796 -4.7735 -0.8120
H14 -5.2331 -3.9322 -2.3682
H15 -6.6390 -4.4154 -1.4397
C8 -2.1181 0.3188 3.6265
Br1 -1.0754 -1.0127 4.5532
Br2 -2.5439 1.7890 4.8031
Br3 -1.2512 0.8982 2.0074
H16 -3.0500 -0.1383 3.3282
C9 -3.0212 -4.2358 -5.3329
Br4 -4.5580 -3.0909 -5.5113
Br5 -1.6494 -3.4032 -4.2722
Br6 -3.5061 -5.9594 -4.6323
H17 -2.6162 -4.3871 -6.3223
C10 1.2780 3.3711 3.9821
Br7 1.9828 1.9580 5.0781
Br8 1.0052 4.9915 4.9752
Br9 2.3594 3.6515 2.4081
H18 0.3059 3.0494 3.6435
C11 -2.0950 7.0026 7.2093
Br10 -1.8173 6.7538 9.0996
Br11 -0.6421 7.9767 6.4031
Br12 -2.4132 5.3521 6.2697
H19 -2.9847 7.6048 7.1024
C12 3.6249 -1.9827 5.5349
Br13 3.2109 -1.0474 7.1650
Br14 5.4489 -1.7128 4.9842
Br15 3.1797 -3.8515 5.6564
H20 2.9949 -1.5586 4.7675
C13 4.9658 -5.3679 1.8710
Br16 3.6639 -3.9568 1.8584
Br17 6.7068 -4.7363 2.3935
Br18 4.3938 -6.8550 2.9503
H21 5.0497 -5.7283 0.8579
C14 3.7977 7.2930 1.6999
Br19 1.9556 7.7127 1.3310
Br20 4.9899 8.6596 1.0491
Br21 4.0739 6.9267 3.5693
H22 4.0304 6.3859 1.1644
C15 -0.3166 -1.2203 -8.0275
Br22 -1.2467 -0.6323 -6.4506
Br23 1.4871 -0.5644 -8.0857
Br24 -0.3785 -3.1377 -8.2083
H23 -0.8327 -0.8034 -8.8774
C16 6.3572 -10.5050 3.3761
Br25 5.7853 -10.5877 1.5378
Br26 6.7754 -12.2529 4.0652
Br27 7.8205 -9.2780 3.6156
H24 5.5268 -10.1267 3.9510
C17 6.5436 9.3543 5.4594
Br28 8.1514 10.2040 4.8261
Br29 6.9090 8.0906 6.8629
Br30 5.2185 10.6449 5.9886
H25 6.1326 8.7997 4.6306
C18 -6.0012 7.3950 4.3434
Br31 -5.7632 7.0883 6.2270
Br32 -4.5502 8.4365 3.6222
Br33 -6.2438 5.7492 3.3798
H26 -6.9034 7.9739 4.2248
C19 -5.8526 -7.1744 2.1967
Br34 -4.4246 -8.1448 1.3454
Br35 -5.5607 -5.2746 2.1068
Br36 -7.5722 -7.6582 1.4777
H27 -5.8519 -7.4528 3.2386
C20 0.8729 1.8686 9.6958
Br37 2.7100 1.3176 9.8632
Br38 0.7004 3.7534 9.3582
Br39 -0.0482 0.8244 8.3717
H28 0.3936 1.6704 10.6435
C21 1.3915 -6.7084 -10.5208
Br40 -0.4169 -6.4295 -11.1245
Br41 2.4721 -5.1300 -10.7387
Br42 1.4410 -7.3597 -8.7097
H29 1.8192 -7.4743 -11.1477
C22 -5.6155 12.2145 3.6485
Br43 -7.4609 12.5118 3.1878
Br44 -4.5106 13.7176 3.1763
Br45 -5.4164 11.7404 5.5015
H30 -5.2747 11.3712 3.0678
C23 3.9654 -5.6174 -2.6509
Br46 5.5141 -4.8698 -3.5130
Br47 4.4431 -7.0352 -1.4355
Br48 2.9020 -4.2571 -1.7972
H31 3.3541 -6.0615 -3.4201
C24 1.2971 2.3030 -10.7926
Br49 2.8290 1.2165 -11.2067
Br50 1.1284 3.8049 -11.9863
Br51 -0.3231 1.2602 -10.7544
H32 1.4425 2.6982 -9.7992
C25 -7.8368 -6.8728 -5.6016
Br52 -7.0614 -8.3580 -4.6533
Br53 -8.4051 -5.4808 -4.3976
Br54 -6.6409 -6.1908 -6.9442
H33 -8.7156 -7.2382 -6.1082
C26 6.5585 3.6133 -12.2968
Br55 4.6488 3.8395 -12.2840
Br56 7.0882 2.1735 -11.1311
Br57 7.2391 3.3702 -14.0811
H34 6.9972 4.5183 -11.9083
C27 -2.1265 -3.7702 7.4284
Br58 -0.2537 -4.1380 7.1666
Br59 -3.1730 -4.2539 5.8843
Br60 -2.7954 -4.6052 9.0290
H35 -2.2263 -2.7035 7.5598
C28 -2.4273 1.8888 12.7914
Br61 -1.0634 0.5854 12.3978
Br62 -2.6136 3.1738 11.3705
Br63 -4.1031 1.0460 13.2181
H36 -2.1080 2.4271 13.6694
C29 8.7886 -1.5652 -11.3300
Br64 8.5109 -0.9646 -13.1352
Br65 7.1183 -1.9145 -10.4357
Br66 9.9680 -3.0841 -11.2561
H37 9.2711 -0.7608 -10.7976
C30 7.6151 11.0865 -0.9753
Br67 7.9096 10.9271 0.9176
Br68 9.0808 11.9656 -1.8595
Br69 7.2196 9.3775 -1.7723
H38 6.7445 11.7088 -1.1087